# 1
4 unconnected molecules or ions with the total composition C35H70F4N8O7P, computed with ωB97M-V with the def2-TZVPD basis set.

LUMO energy, eV: -3.17
Orbital gap, eV: 6.35
HOMO energy, eV: -9.53
Charge: +1

The geometry in XYZ format:
```
125
Properties=species:S:1:pos:R:3:forces:R:3:mulliken_charge:R:1
C -3.2931 7.1426 -3.1793 0.3 -0.1 -0.1 -1.282
C -4.0360 6.0747 -3.9274 -0.3 0.1 0.2 0.207
O -4.9770 5.3772 -3.0806 0.2 0.4 -0.6 -0.456
P -4.6807 4.0451 -2.3224 -0.8 0.0 1.2 0.857
O -5.4924 3.8841 -1.1216 -0.1 -0.1 0.2 -0.775
C -2.9458 3.9730 -1.8773 -0.2 -0.4 -0.4 0.021
C -2.7102 2.5465 -1.3505 0.3 0.6 0.4 -2.054
C -1.6543 1.7643 -1.9989 0.2 -0.6 -0.6 0.832
N -1.7191 0.4584 -2.2539 0.4 -0.2 -0.2 0.663
C -2.8708 -0.3914 -1.9209 0.3 -0.2 -0.1 -0.669
O -3.8091 -0.4290 -2.6285 -0.7 0.1 -0.4 -0.422
N -2.6385 -1.0933 -0.7646 0.4 1.0 0.6 0.133
C -3.7203 -1.3308 0.1156 0.3 -0.6 -0.4 0.576
O -3.7180 -1.0180 1.2421 -0.1 0.2 0.7 -0.410
F -4.6498 -1.9903 -0.5027 -0.8 -0.3 -0.2 -0.185
C -0.5656 0.0013 -2.9175 -0.2 0.7 0.5 0.311
C -0.4405 -1.3825 -3.3720 -0.3 -0.4 -0.2 -1.276
C -1.3097 -1.6724 -4.6054 0.0 -0.4 -0.2 -0.710
N -0.9771 -2.8875 -5.3054 0.0 0.1 -0.1 -0.631
C 0.2473 1.0753 -3.0337 -0.5 -0.3 0.2 0.385
C 1.6026 1.1863 -3.6474 -0.3 -0.1 -0.1 0.057
C 1.5691 1.0920 -5.1541 0.0 0.1 -0.1 -1.425
F 2.3658 0.1632 -3.1360 0.3 -0.2 0.2 -0.353
N -0.4594 2.1377 -2.4679 0.4 0.8 0.4 1.125
N -0.0231 3.4607 -2.4105 0.5 -1.0 0.3 0.001
C 0.9356 3.7885 -1.3639 -0.6 0.1 -0.4 0.340
O 1.7579 3.1114 -0.8956 0.2 -0.9 0.2 -0.290
F 0.6892 5.0180 -1.0442 0.0 1.0 0.3 -0.186
C 0.3616 3.9745 -3.6553 -0.7 0.2 0.5 0.248
O 1.2654 4.6865 -3.8407 0.7 0.7 -0.4 -0.447
F -0.5059 3.5639 -4.5495 -0.4 -0.1 -0.9 -0.203
O -4.8154 2.8194 -3.3087 0.1 0.1 -0.8 -0.334
C -5.2123 2.9238 -4.6915 -0.1 -0.4 0.1 -0.497
C -4.0388 3.0592 -5.6256 0.1 -0.3 0.0 -0.491
H -2.3639 7.3296 -3.6929 0.4 0.2 -0.2 0.351
H -3.0455 6.8386 -2.1759 0.0 -0.1 0.4 0.302
H -3.8418 8.0625 -3.1540 -0.3 0.4 0.2 0.382
H -4.6285 6.5343 -4.6968 -0.3 0.0 -0.5 0.437
H -3.3481 5.3906 -4.3948 0.2 -0.5 -0.2 -0.131
H -2.7737 4.6980 -1.1077 0.2 0.4 0.4 0.732
H -2.3419 4.2074 -2.7324 0.4 0.1 -0.4 -0.156
H -2.4733 2.6026 -0.2973 0.1 0.0 0.5 0.479
H -3.6276 1.9902 -1.4148 -0.4 -0.5 0.0 0.758
H -1.8965 -0.6846 -0.2113 0.3 -0.2 0.0 0.188
H 0.5808 -1.6043 -3.6183 0.6 0.0 0.0 0.557
H -0.7366 -2.0501 -2.5748 0.0 -0.3 0.3 0.439
H -1.2330 -0.8482 -5.2990 0.0 0.3 -0.3 0.456
H -2.3464 -1.7539 -4.3147 -0.4 0.2 0.1 0.260
H -0.9925 -3.6928 -4.6999 0.0 -0.2 0.0 0.259
H -0.0761 -2.8362 -5.7553 0.1 -0.1 0.0 0.280
H 2.0554 2.1171 -3.3523 0.3 0.4 0.3 0.345
H 0.5947 1.3260 -5.5478 -0.4 0.1 -0.2 0.314
H 1.8391 0.0964 -5.4607 0.0 -0.5 -0.1 0.439
H 2.2741 1.7726 -5.5934 0.4 0.3 -0.2 0.384
H -5.9537 3.6927 -4.8238 -0.1 0.5 0.2 0.418
H -5.7009 1.9920 -4.9012 -0.4 -0.4 0.0 0.408
H -4.2633 3.7058 -6.4534 0.0 0.4 -0.3 0.305
H -3.1577 3.4015 -5.1086 0.3 0.4 0.1 -0.193
H -3.7890 2.0975 -6.0377 0.2 -0.5 -0.2 0.352
C 3.6290 -3.9436 3.0501 0.0 0.0 0.0 -1.352
C 3.2294 -2.4920 2.8552 0.0 -0.1 0.1 -0.370
N 1.8179 -2.3477 2.5250 0.1 0.0 0.1 0.341
C 1.4742 -1.0225 2.0714 -0.1 0.1 -0.3 -0.982
C 1.5888 0.1647 3.0248 -0.1 0.1 0.1 -0.349
C 0.8848 -2.9651 3.4559 -0.1 -0.1 0.1 -0.083
C 0.9240 -2.5187 4.9229 -0.1 0.0 0.0 -1.202
H 3.3555 -4.5318 2.1731 0.0 0.0 0.0 0.241
H 4.7055 -4.0238 3.1952 0.0 0.0 0.0 0.503
H 3.1504 -4.3856 3.9238 0.0 0.0 0.0 0.261
H 3.8034 -2.0759 2.0230 0.0 0.0 0.0 0.439
H 3.5200 -1.9165 3.7473 0.0 0.0 0.0 0.219
H 0.4486 -1.0637 1.6952 -0.2 0.0 0.0 0.067
H 2.0985 -0.8111 1.1990 0.1 0.0 -0.1 0.532
H 0.7911 0.1824 3.7683 0.1 0.0 0.0 0.277
H 1.5159 1.0900 2.4492 0.0 0.0 0.0 0.063
H 2.5454 0.1811 3.5450 0.0 0.0 0.0 0.285
H 1.0434 -4.0442 3.4206 0.1 0.0 0.0 -0.199
H -0.1259 -2.8201 3.0581 0.1 0.1 0.0 0.321
H 1.9450 -2.4516 5.2986 0.0 0.0 0.0 0.253
H 0.3980 -3.2468 5.5413 0.0 0.0 0.0 0.435
H 0.4414 -1.5553 5.0801 0.1 0.0 0.0 0.313
C -1.5301 -9.9065 1.1458 0.0 0.0 0.0 -1.417
C -0.1247 -9.3478 1.2987 -0.1 -0.1 0.1 -0.335
N -0.0509 -7.9196 1.0466 0.0 0.0 0.0 0.115
C 1.3037 -7.4254 0.9178 0.2 0.1 -0.2 -0.715
C 2.2302 -7.4853 2.1379 0.0 0.1 0.0 -0.818
C -0.9534 -7.1001 1.8333 -0.2 0.2 0.1 -0.681
C -0.8528 -7.1647 3.3650 0.0 0.1 0.0 -0.955
H -1.9383 -9.6641 0.1645 0.0 0.0 0.0 0.332
H -1.5048 -10.9910 1.2464 0.0 0.0 0.0 0.435
H -2.2117 -9.5267 1.9073 0.0 0.0 0.0 0.292
H 0.5260 -9.8376 0.5707 0.1 0.0 0.0 0.451
H 0.2605 -9.6258 2.2929 0.0 0.0 0.0 0.264
H 1.2507 -6.3874 0.5715 0.0 0.0 0.0 0.340
H 1.7748 -7.9811 0.1016 0.0 -0.1 0.0 0.395
H 1.9680 -6.7231 2.8710 0.0 -0.1 0.1 -0.014
H 3.2564 -7.2902 1.8201 0.0 0.0 0.0 0.390
H 2.2193 -8.4596 2.6246 0.0 0.0 0.0 0.356
H -1.9742 -7.3598 1.5487 0.0 -0.1 0.0 0.370
H -0.8272 -6.0616 1.5082 0.1 0.0 0.0 0.305
H -0.7658 -8.1906 3.7222 0.0 0.0 0.0 0.300
H -1.7550 -6.7416 3.8106 0.0 0.0 0.0 0.381
H -0.0057 -6.5997 3.7513 0.1 0.0 0.0 0.187
C 2.3334 3.1784 5.2011 0.0 -0.1 0.0 -1.539
C 2.4725 3.5661 3.7380 0.0 -0.2 -0.1 -0.064
N 2.3358 4.9874 3.5130 0.1 0.2 -0.1 0.088
C 2.1928 5.3845 2.1219 -0.2 -0.1 -0.1 -0.654
C 3.3595 5.1546 1.1466 0.0 0.2 0.2 -0.992
C 3.2332 5.8101 4.3039 0.1 0.2 0.2 -0.744
C 4.7432 5.5817 4.1495 0.0 0.0 0.0 -0.947
H 1.3934 3.5470 5.6122 0.0 0.0 0.0 0.337
H 2.3452 2.0919 5.2967 0.0 0.0 0.0 0.388
H 3.1513 3.5657 5.8083 0.0 0.0 0.0 0.357
H 1.6780 3.0698 3.1749 0.0 0.1 -0.1 0.222
H 3.4250 3.1619 3.3530 -0.1 0.0 0.0 0.298
H 1.9410 6.4481 2.1121 0.0 0.0 0.0 0.263
H 1.3060 4.8710 1.7274 0.0 -0.1 0.1 0.357
H 4.1551 5.8738 1.3308 0.1 -0.1 0.0 0.328
H 3.0195 5.3144 0.1229 0.0 0.0 0.0 0.343
H 3.7744 4.1491 1.2015 0.0 -0.1 0.1 0.231
H 2.9711 5.6729 5.3543 0.0 0.0 0.0 0.416
H 2.9974 6.8547 4.0918 0.0 0.0 -0.1 0.403
H 4.9970 4.5206 4.1487 0.0 0.0 0.0 0.234
H 5.2694 6.0401 4.9874 0.0 0.0 0.0 0.378
H 5.1406 6.0256 3.2388 0.0 0.0 0.0 0.279
```
Forces are in eV/Å.



# 2
A molecular structure, C35H73FGeN5O14RbSb, computed with ωB97M-V with the def2-TZVPD basis set.

LUMO energy (spin up / spin down), eV: 3.45 / 2.35
Spin multiplicity: 2
Orbital gap (spin up / spin down), eV: 6.20 / 5.10
HOMO energy (spin up / spin down), eV: -2.75 / -2.75
Charge: -2

The geometry in XYZ format:
```
131
Properties=species:S:1:pos:R:3:forces:R:3:mulliken_charge:R:1
Rb -0.2618 -0.8617 0.6851 0.8 -0.7 0.5 2.088
C 0.2907 -2.9274 3.9930 0.0 -0.1 0.0 -0.998
C -0.2230 -1.5714 4.4678 0.1 0.0 -0.2 1.485
C 0.4364 -1.2088 5.7983 0.1 0.0 0.1 -1.764
C -1.7360 -1.6513 4.6840 0.0 0.0 0.1 -1.506
O 0.0370 -0.6202 3.4299 0.1 -0.1 0.1 1.705
Ge 0.7521 1.0739 3.7067 -0.2 0.3 0.0 -1.578
O -0.7906 1.6876 2.7381 -0.1 0.2 0.1 0.773
C -1.4112 2.9376 3.0074 0.0 -0.1 -0.1 1.312
C -1.2207 3.3908 4.4599 0.0 0.0 0.0 -1.860
C -0.8382 4.0050 2.0718 0.0 0.0 0.0 -1.136
C -2.9111 2.7658 2.7612 -0.1 0.0 0.0 -1.510
O 1.8239 1.5507 2.1554 0.5 -0.2 0.2 0.763
C 3.1637 2.0548 2.1948 -0.4 0.2 -0.2 1.504
C 3.1381 3.4075 1.4679 0.1 0.1 0.0 -1.685
C 3.7061 2.2853 3.6045 -0.1 0.0 0.1 -1.841
C 4.0982 1.1223 1.4280 0.0 -0.1 -0.1 -0.998
H 0.0603 -3.7012 4.7338 0.0 0.0 0.0 0.420
H 1.3691 -2.8879 3.8318 -0.1 0.0 0.0 -0.156
H -0.2020 -3.2050 3.0601 0.0 0.0 0.0 -0.054
H 0.1875 -1.9803 6.5325 0.0 0.0 0.0 0.478
H 0.0953 -0.2445 6.1821 0.0 0.0 0.0 0.361
H 1.5241 -1.1714 5.7054 0.0 0.0 0.0 0.204
H -1.9646 -2.2998 5.5363 0.0 0.0 0.0 0.477
H -2.2298 -2.0691 3.8091 0.0 0.0 0.0 0.025
H -2.1449 -0.6564 4.8837 0.0 0.0 0.0 0.258
H -0.1791 3.6358 4.6777 0.0 0.0 0.0 0.335
H -1.5283 2.6011 5.1500 0.0 0.0 0.0 0.384
H -1.8320 4.2786 4.6501 0.0 0.0 0.0 0.432
H 0.2461 4.0363 2.1821 0.0 0.0 0.0 -0.099
H -1.2468 4.9958 2.2992 0.0 0.0 0.0 0.481
H -1.0710 3.7628 1.0326 0.0 0.0 0.0 0.039
H -3.3113 1.9966 3.4249 0.0 0.0 0.0 0.320
H -3.1137 2.4595 1.7349 0.0 0.0 0.0 0.113
H -3.4438 3.7043 2.9482 0.0 0.0 0.0 0.434
H 2.3796 4.0618 1.8982 0.0 0.0 0.0 0.373
H 2.9112 3.2713 0.4086 0.0 0.0 0.1 0.072
H 4.1131 3.9006 1.5414 0.0 0.0 0.0 0.500
H 3.0616 2.9581 4.1742 0.0 0.0 0.0 0.349
H 4.7039 2.7293 3.5322 0.0 0.0 0.0 0.474
H 3.7843 1.3512 4.1612 0.0 0.0 -0.1 0.222
H 3.6279 0.8018 0.4951 0.0 0.0 0.0 -0.328
H 4.3206 0.2281 2.0020 0.0 -0.1 0.1 0.077
H 5.0339 1.6409 1.1900 0.0 0.0 0.0 0.439
C 5.0842 -3.1295 3.1802 0.1 -0.1 -0.1 -1.882
C 3.8672 -2.3607 2.7368 0.0 0.0 -0.2 0.794
N 3.3283 -1.4692 3.4773 0.1 0.1 0.1 0.137
O 4.0469 -1.3037 4.6982 -0.1 0.1 0.0 -0.621
C 3.3130 -2.6573 1.3947 -0.4 0.4 0.0 0.003
C 4.0150 -3.6634 0.5300 0.0 -0.1 -0.1 -2.083
N 2.2246 -2.0383 1.0162 0.3 -0.7 -0.4 0.767
O 1.7060 -2.3989 -0.1531 0.7 0.0 0.0 -1.210
H 5.1508 -3.1660 4.2642 0.0 0.0 0.0 0.486
H 5.9925 -2.6480 2.8041 0.0 0.0 0.0 0.286
H 5.0630 -4.1396 2.7760 0.0 0.0 0.0 0.426
H 3.4972 -0.6438 5.1333 0.0 0.0 0.0 0.284
H 5.0970 -3.4999 0.5112 0.0 0.0 0.0 0.448
H 3.6114 -3.5752 -0.4756 0.0 0.0 0.0 0.331
H 3.8485 -4.6951 0.8610 0.0 0.0 0.0 0.322
O 1.1575 1.1671 -0.3601 0.1 0.4 -0.1 2.846
H 1.5748 1.3492 0.5307 -0.2 -0.2 0.0 -0.643
H 0.2217 1.3568 -0.1659 0.0 0.5 -0.4 -0.591
O -2.6128 -0.6417 1.6836 -0.6 0.1 0.4 -0.437
H -1.9506 -0.3095 2.3118 -0.4 0.1 0.4 -0.101
H -2.3566 -1.5818 1.5403 -0.5 -0.1 0.3 0.142
O -1.6332 1.6335 -0.1790 0.1 0.0 0.1 -0.153
H -2.1268 0.8726 -0.5735 0.0 0.1 0.0 -0.020
H -1.5955 1.4615 0.7779 -0.2 0.2 0.1 -0.059
O -0.1308 -1.5038 -2.1621 0.0 0.1 0.0 -0.299
H 0.4114 -1.7927 -1.3869 0.2 -0.2 -0.4 0.022
H -1.0624 -1.3192 -1.8719 0.0 -0.1 0.0 -0.032
O -4.8254 -0.6273 -2.5119 0.3 0.0 0.1 -0.808
C -3.7251 -0.5741 -2.0355 0.0 -0.1 0.1 0.548
N -2.6239 -0.5270 -1.5762 -0.2 0.0 -0.2 -0.656
C 1.9499 3.3394 -2.4149 0.0 0.0 0.1 -1.602
C 0.6309 3.0609 -3.1262 0.0 0.0 -0.2 2.634
C -0.5015 3.7118 -2.3379 0.0 0.0 0.1 -2.111
C 0.6666 3.6466 -4.5375 0.0 0.1 0.0 -1.982
Sb 0.2436 0.8566 -3.1735 0.1 -0.3 0.3 -0.293
C 2.1225 -0.0861 -3.7884 0.0 0.2 -0.1 2.309
C 2.9914 -0.2363 -2.5408 0.1 0.0 0.1 -2.255
C 2.8405 0.7830 -4.8264 0.1 0.0 0.0 -1.659
C 1.8868 -1.4576 -4.4203 0.0 0.0 0.0 -1.883
C -1.2214 0.4959 -4.7778 0.2 0.0 -0.1 2.096
C -1.6842 -0.9584 -4.7498 -0.1 0.0 0.0 -1.620
C -2.4015 1.4329 -4.5421 0.0 0.0 -0.1 -1.732
C -0.5942 0.7660 -6.1492 -0.1 -0.1 -0.1 -1.641
H 2.0208 4.4239 -2.2609 0.0 0.0 0.0 0.624
H 2.8252 3.0343 -2.9889 0.0 0.0 0.0 0.272
H 1.9753 2.8514 -1.4420 0.0 0.0 -0.1 -0.145
H -0.5935 3.3069 -1.3296 0.0 0.0 -0.1 0.296
H -0.2863 4.7856 -2.2643 0.0 0.0 0.0 0.593
H -1.4725 3.5990 -2.8241 0.0 0.0 0.0 0.241
H 0.9359 4.7076 -4.4431 0.0 0.0 0.0 0.544
H -0.3065 3.6087 -5.0276 0.0 0.0 0.0 0.383
H 1.4097 3.1804 -5.1861 0.0 0.0 0.0 0.268
H 3.2083 0.7231 -2.0671 0.0 0.0 0.0 0.168
H 3.9439 -0.6882 -2.8488 0.0 0.0 0.0 0.613
H 2.5447 -0.8823 -1.7802 0.0 0.0 -0.1 0.413
H 3.1536 1.7514 -4.4389 0.0 0.0 0.0 0.297
H 2.2432 0.9464 -5.7264 0.0 0.0 0.0 0.249
H 3.7494 0.2500 -5.1333 0.0 0.0 0.0 0.549
H 1.3139 -2.1250 -3.7815 0.0 0.0 0.0 0.244
H 2.8744 -1.9047 -4.5893 0.0 0.0 0.0 0.570
H 1.3972 -1.3839 -5.3943 0.0 0.0 0.1 0.343
H -2.0962 -1.2532 -3.7879 0.0 0.1 -0.1 0.070
H -0.8800 -1.6473 -5.0080 0.0 0.0 0.0 0.260
H -2.4783 -1.0670 -5.4987 0.0 0.0 0.0 0.603
H -2.8329 1.3097 -3.5488 0.0 0.0 0.0 0.161
H -3.1831 1.1958 -5.2733 0.0 0.0 0.0 0.524
H -2.1265 2.4811 -4.6811 0.0 0.0 0.0 0.300
H 0.1993 0.0539 -6.3813 0.0 0.0 0.0 0.255
H -0.2032 1.7739 -6.2741 0.0 0.1 0.1 0.221
H -1.3805 0.6266 -6.9031 0.0 0.0 0.0 0.576
F -7.1055 -1.4554 0.8285 0.0 0.0 0.0 -0.360
C -6.5199 -2.3260 -0.0108 0.0 -0.1 -0.1 0.348
C -5.2255 -2.6439 0.1048 0.0 0.0 0.0 -0.440
N -4.6053 -3.5247 -0.7455 0.1 0.0 0.0 0.322
C -3.1719 -3.8077 -0.5690 -0.2 0.0 -0.1 -0.029
C -2.8065 -3.9640 0.9274 0.2 0.0 0.2 -0.097
O -3.4765 -4.7734 1.5787 0.0 0.2 -0.1 -0.779
O -1.8376 -3.2434 1.3169 -0.3 -0.1 -0.2 -0.625
C -5.2843 -4.1091 -1.7813 0.0 0.0 0.0 0.482
O -4.7941 -4.8755 -2.5933 0.0 0.1 0.1 -0.723
N -6.6302 -3.7753 -1.8460 0.1 0.0 0.0 -0.024
C -7.3481 -2.8994 -1.0490 -0.1 0.1 0.1 0.209
O -8.5340 -2.6873 -1.2419 0.1 0.0 0.0 -0.712
H -4.6100 -2.2005 0.8771 0.0 0.0 0.0 0.734
H -2.6023 -3.0100 -1.0349 0.1 0.1 0.0 -0.337
H -2.9766 -4.7445 -1.0845 0.0 0.0 0.0 0.431
H -7.1295 -4.1867 -2.6171 0.0 0.0 0.0 0.220
```
Forces are in eV/Å.



charge of number 2 (C35H73FGeN5O14RbSb)?
-2